1.
ORCA calculation (the ωB97M-V functional and the def2-TZVPD basis) on C30H34BF4N6O3S3SeZr as an isolated structure.

Output
HOMO energy ... -11.616 eV
HOMO-LUMO gap ... 7.36 eV
Strongest force on any atom ... 1.0 eV/Å
Energy relative to the best compared isomer or geometry (same formula, charge and spin) ... 0.8361 eV
Energy ... -157428.7633 eV
Charge ... +1

The geometry in XYZ format:
```
83
C30H34BF4N6O3S3SeZr (the ωB97M-V functional and the def2-TZVPD basis)
Zr -0.7476 -2.1361 1.5381
C 1.2640 -6.9000 1.7403
S 1.9530 -5.7623 0.5235
C 0.7145 -4.5657 0.3457
S -0.7894 -4.6369 1.2372
N 0.9832 -3.6217 -0.5062
N -0.0296 -2.6722 -0.5476
C -0.3681 -2.2393 -1.6945
C -1.3799 -1.1931 -1.7652
C -1.9565 -0.8338 -2.9715
C -2.9680 0.1151 -2.9639
C -3.3549 0.6531 -1.7500
C -2.7083 0.2398 -0.5925
N -1.7227 -0.6532 -0.5853
H 2.0231 -7.6707 1.8603
H 1.0980 -6.4001 2.6900
H 0.3473 -7.3549 1.3756
H 0.0834 -2.6592 -2.5888
H -1.6287 -1.3054 -3.8882
H -3.4498 0.4159 -3.8842
H -4.1499 1.3824 -1.6840
H -2.9983 0.6574 0.3613
O -6.0817 -1.7244 4.6464
S -5.8498 -1.0701 3.4021
O -6.9361 -0.6456 2.5798
N -4.8102 -2.0050 2.4867
C -3.7071 -1.3974 2.3042
O -2.7151 -1.9379 1.6112
C -3.5423 -0.0561 2.9428
C -2.4512 0.7958 2.9721
C -2.5596 1.9871 3.6786
C -3.7383 2.3132 4.3413
C -4.8322 1.4554 4.3212
C -4.7021 0.2766 3.6197
H -1.5224 0.5495 2.4720
H -1.7121 2.6584 3.7296
H -3.7986 3.2397 4.8961
H -5.7459 1.6993 4.8453
C 4.4123 1.5380 -0.5763
C 4.9542 0.1188 -0.4112
C 4.5034 -0.8748 -1.4817
C 3.0871 -1.4069 -1.3239
N 2.0714 -0.3618 -1.4911
C 1.3681 0.2453 -0.5198
Se 1.3348 -0.2540 1.2913
N 0.7071 1.2911 -1.0490
C -0.0374 2.2933 -0.2835
C 0.8850 3.3199 0.3654
C 1.6332 4.2143 -0.6203
C 0.7354 5.2398 -1.3031
C 0.9547 1.3358 -2.4161
C 0.4823 2.1752 -3.4180
C 0.9133 1.9137 -4.7039
C 1.7853 0.8519 -4.9862
C 2.2564 0.0201 -3.9892
C 1.8213 0.2857 -2.6954
H 4.9463 2.2283 0.0762
H 3.3535 1.6189 -0.3216
H 4.5406 1.8890 -1.6030
H 4.6986 -0.2693 0.5791
H 6.0442 0.1626 -0.4460
H 5.1521 -1.7537 -1.4542
H 4.6346 -0.4309 -2.4730
H 2.9402 -1.8329 -0.3358
H 2.8717 -2.1953 -2.0458
H -0.6034 1.7634 0.4777
H -0.7476 2.7561 -0.9686
H 1.5867 2.7829 1.0084
H 0.2712 3.9386 1.0264
H 2.1455 3.6004 -1.3680
H 2.4236 4.7363 -0.0779
H -0.0774 4.7726 -1.8639
H 1.3015 5.8525 -2.0035
H 0.2819 5.9063 -0.5679
H -0.1860 2.9987 -3.2092
H 0.5740 2.5451 -5.5134
H 2.0994 0.6848 -6.0071
H 2.9321 -0.7955 -4.2065
F 0.8477 -2.8226 3.0487
B -0.0926 -2.4129 4.0961
F 0.3477 -2.4962 5.3336
F -0.3930 -1.0705 3.5941
F -1.2712 -3.0997 3.7379
```

---

2.
ORCA calculation (the ωB97M-V functional and the def2-TZVPD basis) on C39H35F6IrN6O8S3 as an isolated structure at a distorted geometry.

Output
HOMO energy (spin up / spin down) ... -9.878 / -9.862 eV
HOMO-LUMO gap (spin up / spin down) ... 6.46 / 5.00 eV
Strongest force on any atom ... 1.1 eV/Å
Energy relative to the best compared isomer or geometry (same formula, charge and spin) ... 0.3644 eV
Energy ... -117975.0843 eV
Spin multiplicity ... 2
Charge ... +1

The geometry in XYZ format:
```
98
C39H35F6IrN6O8S3 (the ωB97M-V functional and the def2-TZVPD basis)
Ir -0.0633 0.0366 1.3094
O 1.8485 -0.4488 0.8307
C 2.6718 -1.0283 1.6600
C 4.0115 -1.1796 1.2311
C 4.9630 -1.7476 2.0368
C 4.6469 -2.2199 3.3199
C 3.3506 -2.1228 3.7445
C 2.3391 -1.5485 2.9411
C 1.0132 -1.5849 3.4776
N -0.0454 -1.1347 2.9062
C -1.3834 -1.3481 3.4552
C -2.2400 -0.1119 3.2128
N -1.9397 0.4278 1.8774
C -2.7829 1.1613 1.2632
C -2.5417 1.9340 0.0639
C -3.6276 2.7290 -0.3449
C -3.5209 3.6672 -1.3434
C -2.2759 3.8532 -1.9382
C -1.1964 3.0787 -1.5734
C -1.3006 2.0693 -0.6026
O -0.2465 1.2683 -0.4139
H 4.2592 -0.8128 0.2431
H 5.9803 -1.8316 1.6741
H 5.4081 -2.6481 3.9555
H 3.0715 -2.4928 4.7245
H 0.8851 -2.0845 4.4376
H -1.3316 -1.5785 4.5207
H -1.8265 -2.2006 2.9322
H -2.0166 0.6603 3.9456
H -3.2981 -0.3681 3.2865
H -3.7706 1.2671 1.7058
H -4.5726 2.6024 0.1711
H -4.3701 4.2727 -1.6261
H -2.1414 4.6267 -2.6835
H -0.2253 3.2890 -2.0007
C -2.6661 -1.0309 -2.6959
O -2.5832 -2.0963 -1.7580
C -3.4140 -2.0790 -0.6989
C -4.3992 -1.1190 -0.4904
C -5.2890 -1.2374 0.5655
C -5.2126 -2.3139 1.4377
C -4.2214 -3.2569 1.2494
C -3.3088 -3.1390 0.2065
N -2.3972 -4.2033 0.0407
C -1.2698 -4.3787 -0.6377
C -0.2971 -3.5154 -1.1479
C 0.5272 -4.1105 -2.1533
C 1.4486 -3.3881 -2.8411
C 1.6004 -2.0242 -2.5186
C 0.8912 -1.4212 -1.5219
C -0.0618 -2.1385 -0.7579
O -0.6474 -1.6445 0.2744
H -1.9295 -1.2587 -3.4616
H -2.4223 -0.0773 -2.2190
H -3.6593 -0.9798 -3.1448
H -4.4926 -0.2900 -1.1750
H -6.0606 -0.4897 0.6923
H -5.9242 -2.4272 2.2437
H -4.1618 -4.1173 1.9075
H -2.7396 -5.0538 0.4656
H -1.0870 -5.4329 -0.8285
H 0.3664 -5.1562 -2.3877
H 2.0490 -3.8370 -3.6185
H 2.3255 -1.4344 -3.0686
H 1.0745 -0.3984 -1.2456
F -0.0403 4.1652 4.9940
C -0.4700 3.1261 4.3117
F -0.4189 2.0313 5.0657
F -1.7478 3.3296 3.9704
S 0.5034 2.9009 2.7154
O 0.6645 1.4184 2.6517
O -0.3319 3.4623 1.7002
N 1.8328 3.6797 2.8130
S 2.9332 3.3734 3.9515
O 2.3674 2.6478 5.0505
O 3.7133 4.5452 4.1474
C 4.1045 2.1646 3.1589
F 5.3120 2.3336 3.6806
F 3.7042 0.9192 3.3862
F 4.1851 2.3536 1.8346
N 3.6864 1.9958 -2.2503
C 2.4053 1.9564 -1.8862
S 1.9740 2.5319 -0.3366
N 1.4737 1.4576 -2.6961
C 1.4983 1.2145 -4.0962
C 0.5358 0.3315 -4.5788
C 0.4640 0.0599 -5.9330
C 1.3527 0.6608 -6.8151
C 2.2949 1.5523 -6.3315
C 2.3720 1.8431 -4.9747
H 4.3757 2.3397 -1.6026
H 3.9984 1.5714 -3.1081
H 0.5854 1.3045 -2.2245
H -0.1502 -0.1376 -3.8839
H -0.2893 -0.6241 -6.3010
H 1.2994 0.4455 -7.8732
H 2.9751 2.0445 -7.0136
H 3.0668 2.5995 -4.6382
```

---

3.
ORCA calculation (the ωB97M-V functional and the def2-TZVPD basis) on C27H20BBiF6IN7O10S4 as an isolated structure.

Output
HOMO energy ... -4.045 eV
HOMO-LUMO gap ... 7.75 eV
Strongest force on any atom ... 0.7 eV/Å
Energy relative to the best compared isomer or geometry (same formula, charge and spin) ... 0.2220 eV
Energy ... -133496.2639 eV
Charge ... -2

The geometry in XYZ format:
```
77
C27H20BBiF6IN7O10S4 (the ωB97M-V functional and the def2-TZVPD basis)
Bi 0.3809 0.1497 -0.1352
C -1.2137 4.4925 -1.2203
C -0.3348 3.4791 -0.8325
N -0.9890 2.3446 -0.6061
N -2.2989 2.5982 -0.8309
C -2.4484 3.8817 -1.1988
B -3.5033 1.6710 -0.5141
N -3.3151 0.9444 0.8159
C -4.1240 0.9125 1.8922
C -3.6668 -0.0689 2.7430
C -2.5465 -0.5938 2.0816
N -2.3476 0.0205 0.9275
N -3.7184 0.6216 -1.6333
C -4.9040 0.0263 -1.8687
C -4.6904 -1.0455 -2.7084
C -3.3037 -1.0296 -2.9238
N -2.7327 -0.0254 -2.2746
H -0.9837 5.5146 -1.4645
H 0.7361 3.5127 -0.7165
H -3.4322 4.2713 -1.3971
H -4.4903 2.3655 -0.4610
H -4.9568 1.5911 1.9735
H -4.0559 -0.3358 3.7100
H -1.8839 -1.3881 2.3837
H -5.8056 0.3992 -1.4112
H -5.4171 -1.7450 -3.0842
H -2.6923 -1.7113 -3.4948
I -0.0119 0.2159 -2.9904
C 1.9069 0.9753 -3.3396
C 2.3789 0.9810 -4.6193
C 3.6355 1.5576 -4.8933
C 4.3575 2.1181 -3.8825
C 3.8778 2.1142 -2.5505
C 4.6444 2.6834 -1.5068
C 4.1935 2.6397 -0.2240
C 2.9639 2.0123 0.0806
C 2.1706 1.4540 -0.8902
C 2.6260 1.5176 -2.2424
H 1.7977 0.5407 -5.4193
H 4.0164 1.5518 -5.9072
H 5.3256 2.5651 -4.0802
H 5.5980 3.1390 -1.7503
H 4.7835 3.0667 0.5785
H 2.6645 1.9695 1.1178
O 0.5503 -3.9529 0.0725
S -0.2340 -3.4668 -1.0308
O -1.3237 -4.3240 -1.4530
O -0.6751 -2.0595 -0.8980
C 0.8421 -3.3610 -2.4867
C 0.2793 -3.8245 -3.6713
C 0.9248 -3.6682 -4.8881
C 2.1556 -3.0350 -4.9358
C 2.7330 -2.5776 -3.7621
C 2.0936 -2.7380 -2.5363
S 3.0323 -2.1243 -1.1267
O 3.6067 -3.2666 -0.4728
O 3.9716 -1.1786 -1.6922
O 2.0227 -1.4387 -0.2670
H -0.6904 -4.2983 -3.6073
H 0.4595 -4.0324 -5.7966
H 2.6662 -2.8914 -5.8810
H 3.6855 -2.0660 -3.7719
F 0.1644 -0.8941 4.3086
C 1.0510 0.0406 4.6440
F 1.0040 0.2085 5.9644
F 2.2715 -0.3962 4.3201
S 0.7343 1.6328 3.7530
O 1.0117 1.2924 2.3738
O 1.6171 2.5715 4.3855
N -0.7978 1.9216 3.9020
S -1.3807 2.7623 5.1131
O -0.7759 2.4982 6.3865
O -2.8078 2.7751 5.0099
C -0.8872 4.5365 4.7232
F 0.0368 4.9785 5.5787
F -0.4118 4.6697 3.4852
F -1.9565 5.3382 4.8386
```

---

4.
ORCA calculation (the ωB97M-V functional and the def2-TZVPD basis) on a 4-piece molecular cluster, C3H13NO3 overall at a distorted geometry.

Output
SMILES ... C/C=C/N.O.O.O
HOMO energy ... -8.426 eV
HOMO-LUMO gap ... 9.01 eV
Strongest force on any atom ... 4.9 eV/Å
Energy relative to the best compared isomer or geometry (same formula, charge and spin) ... 2.0032 eV
Energy ... -10952.7685 eV

The geometry in XYZ format:
```
20
C3H13NO3 (the ωB97M-V functional and the def2-TZVPD basis)
C 1.9829 -2.2124 -0.0843
C 1.0194 -1.0487 0.0267
C -0.2557 -1.0972 -0.4627
N -1.2758 -0.0906 -0.1643
H 2.9767 -1.9599 0.2040
H 1.4217 -3.0509 0.4294
H 1.9136 -2.5465 -1.0777
H 1.3578 -0.2195 0.5904
H -0.6569 -1.9158 -1.0414
H -2.1425 -0.5602 -0.1592
H -1.1396 0.2484 0.7376
O -0.6636 1.1665 2.4662
H -0.2437 1.7375 1.8695
H -0.1992 1.5170 3.2419
O -2.4041 0.9653 -2.8220
H -1.9843 0.4565 -2.1100
H -3.1649 1.4275 -2.1727
O 0.9813 2.5262 0.5604
H 1.7234 2.8871 0.1318
H 0.7536 1.7696 -0.1635
```

---

5.
ORCA calculation (the ωB97M-V functional and the def2-TZVPD basis) on an isolated ion of composition C4H4NO2 and charge -1 at a distorted geometry.

Output
SMILES ... C=C/C=N/C(=O)[O-]
HOMO energy ... -3.980 eV
HOMO-LUMO gap ... 7.95 eV
Strongest force on any atom ... 3.6 eV/Å
Energy relative to the best compared isomer or geometry (same formula, charge and spin) ... 2.1549 eV
Energy ... -9797.6384 eV
Charge ... -1

The geometry in XYZ format:
```
11
C4H4NO2 (the ωB97M-V functional and the def2-TZVPD basis)
C -0.6822 -1.2554 -1.4144
C -1.1318 -0.1246 -0.8582
C -0.2219 0.6905 0.0387
N 0.4434 -0.0042 0.8248
C 1.4530 0.6000 1.9014
O 2.5563 0.4581 1.4686
O 0.9421 0.8181 2.9821
H 0.2251 -1.7953 -1.2653
H -1.3344 -1.5907 -2.2735
H -2.1117 0.3784 -1.3006
H -0.1379 1.8251 -0.1036
```